Entry 1:
Computed, not measured: a 9-piece molecular cluster, C71H148ClN9O7 overall, with ωB97M-V with the def2-TZVPD basis set.

Calculated values
E_HOMO, eV: -22.2
Electronic energy, a.u.: -4269.941617
Net charge: +8

XYZ file:
```
236
C71H148ClN9O7 ωB97M-V with the def2-TZVPD basis set
C 19.55 17.08 18.54
N 18.11 16.67 18.47
C 17.53 16.60 17.25
C 16.22 16.20 17.12
C 15.53 15.77 18.22
C 16.13 15.91 19.49
C 17.43 16.31 19.60
C 14.15 15.22 18.19
C 13.85 14.16 18.98
C 12.58 13.60 18.97
N 11.59 14.25 18.20
C 11.89 15.38 17.55
C 13.18 15.89 17.52
C 10.21 13.71 18.29
H 19.79 17.01 19.57
H 19.60 18.12 18.22
H 20.18 16.45 17.89
H 18.14 16.84 16.39
H 15.85 16.02 16.11
H 15.61 15.55 20.36
H 17.98 16.33 20.55
H 14.66 13.79 19.63
H 12.25 12.74 19.52
H 10.99 15.84 17.12
H 13.29 16.84 17.03
H 10.21 12.64 18.14
H 9.60 14.12 17.50
H 9.80 13.96 19.28
C 30.00 15.11 19.37
C 28.88 15.87 18.73
N 28.47 17.16 19.46
C 27.21 17.66 18.93
C 28.39 16.96 20.94
C 27.39 15.85 21.32
C 29.62 18.16 19.24
C 29.25 19.58 19.60
O 28.46 20.17 18.53
C 29.30 20.84 17.63
H 30.27 14.23 18.74
H 29.73 14.77 20.35
H 30.91 15.70 19.46
H 27.97 15.24 18.69
H 29.14 16.21 17.72
H 26.55 16.79 18.92
H 27.37 18.15 17.97
H 26.78 18.40 19.62
H 28.12 17.89 21.42
H 29.40 16.77 21.29
H 27.50 15.69 22.39
H 27.56 14.87 20.91
H 26.33 16.14 21.16
H 29.79 18.23 18.16
H 30.45 17.80 19.81
H 30.15 20.21 19.76
H 28.65 19.71 20.50
H 29.92 20.17 17.05
H 29.94 21.58 18.11
H 28.58 21.35 16.95
C 22.83 16.62 12.48
C 24.06 15.90 12.01
N 23.87 14.41 11.72
C 22.81 14.14 10.66
C 25.23 13.87 11.32
C 25.91 14.46 10.13
C 23.40 13.72 12.97
C 23.19 12.22 12.97
O 24.46 11.58 12.89
C 24.78 10.86 14.12
H 23.05 17.68 12.54
H 22.43 16.26 13.41
H 22.06 16.47 11.75
H 24.77 16.02 12.85
H 24.50 16.28 11.07
H 22.97 13.06 10.41
H 23.21 14.66 9.78
H 21.78 14.40 10.90
H 25.05 12.79 11.18
H 25.90 13.99 12.18
H 26.13 15.52 10.21
H 25.33 14.36 9.21
H 26.86 13.90 10.02
H 22.56 14.30 13.33
H 24.18 13.90 13.72
H 22.60 11.93 12.11
H 22.67 11.90 13.90
H 25.70 10.35 13.85
H 24.01 10.12 14.43
H 24.99 11.45 15.02
C 29.99 17.17 14.85
C 30.13 18.36 13.95
N 29.12 18.54 12.82
C 29.33 17.43 11.86
C 27.67 18.63 13.36
C 26.63 18.64 12.28
C 29.43 19.86 12.08
C 28.87 21.16 12.68
O 29.41 21.41 13.97
C 30.32 22.48 14.10
H 29.10 17.33 15.47
H 30.87 17.19 15.47
H 29.97 16.17 14.37
H 31.06 18.39 13.39
H 30.11 19.29 14.53
H 28.66 17.49 10.98
H 29.19 16.45 12.28
H 30.35 17.45 11.44
H 27.65 19.56 13.94
H 27.56 17.73 13.95
H 26.63 17.70 11.76
H 26.84 19.38 11.50
H 25.62 18.74 12.72
H 29.12 19.78 11.05
H 30.52 20.04 12.05
H 27.76 21.24 12.81
H 29.07 21.92 11.91
H 30.24 22.72 15.15
H 30.06 23.38 13.56
H 31.35 22.19 13.84
C 20.80 13.24 19.91
C 22.19 12.57 19.73
N 22.73 12.51 18.35
C 21.85 11.81 17.37
C 23.08 13.84 17.68
C 24.12 14.61 18.57
C 24.01 11.68 18.37
C 23.87 10.24 18.06
O 22.93 9.76 19.04
C 23.22 8.50 19.58
H 20.58 14.06 19.25
H 20.69 13.46 20.96
H 20.03 12.47 19.72
H 22.24 11.50 19.99
H 22.87 13.13 20.41
H 21.52 10.85 17.73
H 22.43 11.73 16.43
H 21.00 12.43 17.09
H 22.15 14.41 17.52
H 23.33 13.58 16.63
H 23.59 14.99 19.45
H 24.40 15.47 17.94
H 25.00 14.04 18.92
H 24.40 11.79 19.37
H 24.77 12.00 17.65
H 24.85 9.80 18.18
H 23.71 10.07 16.98
H 23.16 7.67 18.87
H 22.46 8.25 20.29
H 24.18 8.49 20.10
C 20.74 27.22 14.53
C 20.08 25.85 14.58
C 19.01 25.85 15.68
C 18.00 24.70 15.51
C 17.20 24.87 14.28
C 18.13 24.87 12.97
N 19.33 25.61 13.27
O 20.19 25.75 12.20
C 17.50 25.61 11.84
C 18.49 23.38 12.56
C 21.05 24.61 14.68
H 21.61 27.46 15.18
H 19.95 27.93 14.77
H 21.06 27.22 13.47
H 18.47 26.80 15.71
H 19.59 25.92 16.63
H 17.37 24.56 16.40
H 18.61 23.78 15.47
H 16.80 25.88 14.32
H 16.55 24.07 13.99
H 18.21 25.78 11.03
H 17.18 26.57 12.22
H 16.57 25.19 11.41
H 17.55 22.90 12.26
H 18.85 22.74 13.35
H 19.20 23.52 11.70
H 22.05 25.01 14.40
H 20.87 23.75 14.00
H 21.07 24.34 15.75
C 26.00 23.09 18.12
C 24.94 21.96 18.33
C 23.55 22.55 18.47
C 22.40 21.52 18.44
C 22.46 20.72 17.16
C 23.80 20.11 16.80
N 24.83 21.10 17.20
O 26.01 21.01 16.55
C 23.99 19.88 15.32
C 23.88 18.80 17.70
C 25.26 21.09 19.60
H 25.78 23.65 17.19
H 26.98 22.65 17.95
H 25.87 23.86 18.87
H 23.37 23.18 17.59
H 23.42 23.22 19.32
H 21.46 22.07 18.41
H 22.25 20.96 19.39
H 22.18 21.34 16.34
H 21.73 19.91 17.08
H 23.42 19.09 14.83
H 25.01 19.55 15.12
H 23.99 20.85 14.82
H 23.35 18.05 17.09
H 23.35 18.86 18.67
H 24.88 18.37 17.79
H 26.14 20.50 19.39
H 24.45 20.47 19.97
H 25.47 21.80 20.38
C 25.10 22.83 7.29
C 25.37 22.93 8.82
C 24.99 24.34 9.34
C 23.53 24.70 9.47
C 22.66 23.62 10.12
C 22.98 22.20 9.76
N 24.44 22.10 9.56
O 24.97 21.04 10.20
C 22.30 21.91 8.39
C 22.57 21.15 10.74
C 26.81 22.55 9.15
H 25.92 23.29 6.75
H 24.33 23.48 6.93
H 24.92 21.85 6.91
H 25.43 25.03 8.64
H 25.49 24.42 10.31
H 23.14 25.10 8.52
H 23.40 25.65 9.97
H 21.58 23.81 9.97
H 22.74 23.63 11.23
H 22.40 22.67 7.63
H 21.22 21.89 8.58
H 22.59 20.94 7.97
H 23.06 21.15 11.71
H 22.81 20.14 10.32
H 21.48 21.18 10.87
H 26.93 22.60 10.25
H 27.50 23.33 8.76
H 26.99 21.52 8.92
Cl 24.84 16.64 15.29
```

Here are the Löwdin charges for atoms 1 to 99, given in e: 0.035 -0.077 0.009 0.054 -0.100 0.067 0.038 -0.177 0.036 0.108 -0.051 0.044 0.054 0.055 0.086 0.104 0.102 0.151 0.155 0.142 0.162 0.147 0.156 0.175 0.149 0.117 0.110 0.142 -0.042 -0.157 -0.269 -0.019 -0.147 -0.039 -0.055 -0.146 -0.243 -0.097 0.125 0.077 0.097 0.128 0.118 0.090 0.107 0.106 0.130 0.138 0.108 0.068 0.085 0.133 0.133 0.154 0.133 0.084 0.111 0.078 -0.101 -0.210 -0.252 0.051 -0.173 -0.052 -0.116 -0.180 -0.188 -0.067 0.070 0.047 0.071 0.033 0.121 0.129 0.106 0.120 0.135 0.145 0.057 0.098 0.117 0.115 0.121 0.126 0.129 0.106 0.104 0.068 -0.053 -0.158 -0.237 0.000 -0.147 -0.065 -0.058 -0.209 -0.220 -0.064 0.064

***

Entry 2:
Computed, not measured: C71H62AsBrCdGeN4O6P2S as an isolated structure, with ωB97M-V with the def2-TZVPD basis set.

Calculated values
Relative energy (zero: lowest compared OMol25 entry of this formula, charge and spin), eV: 0.534
E_HOMO, eV: -7.6
Electronic energy, a.u.: -11548.806933
Net charge: 0

XYZ file:
```
150
C71H62AsBrCdGeN4O6P2S ωB97M-V with the def2-TZVPD basis set
Cd 0.48 0.97 1.01
Br -2.79 1.86 3.07
C -2.49 2.76 1.43
C -3.22 3.91 1.20
C -3.02 4.57 0.00
C -2.12 4.05 -0.91
C -1.43 2.90 -0.58
N -1.62 2.25 0.58
C -0.37 2.39 -1.56
O -0.51 2.71 -2.73
O 0.60 1.72 -1.07
H -3.92 4.27 1.95
H -3.57 5.48 -0.22
H -1.93 4.50 -1.87
O -2.09 -0.94 1.16
P -3.46 -1.32 0.71
C -3.78 -0.89 -1.01
P -2.56 -1.57 -2.17
O -1.18 -1.14 -1.82
C -3.10 -0.96 -3.78
C -4.19 -1.48 -4.49
C -4.57 -0.91 -5.69
C -3.88 0.18 -6.20
C -2.79 0.70 -5.50
C -2.40 0.13 -4.30
C -2.77 -3.35 -2.14
C -4.00 -4.01 -2.07
C -4.05 -5.39 -2.06
C -2.88 -6.13 -2.12
C -1.65 -5.49 -2.18
C -1.59 -4.10 -2.19
C -4.80 -0.56 1.65
C -5.54 0.52 1.17
C -6.52 1.11 1.96
C -6.76 0.64 3.24
C -6.03 -0.44 3.73
C -5.06 -1.03 2.94
C -3.77 -3.10 0.80
C -2.67 -3.95 0.94
C -2.86 -5.32 0.99
C -4.14 -5.85 0.90
C -5.23 -5.01 0.76
C -5.05 -3.64 0.71
H -3.63 0.19 -1.12
H -4.80 -1.14 -1.29
H -4.72 -2.35 -4.11
H -5.41 -1.32 -6.24
H -4.18 0.62 -7.14
H -2.24 1.54 -5.90
H -1.53 0.53 -3.76
H -4.92 -3.44 -1.99
H -5.01 -5.90 -2.00
H -2.92 -7.21 -2.11
H -0.72 -6.05 -2.21
H -0.64 -3.58 -2.22
H -5.35 0.92 0.19
H -7.08 1.96 1.58
H -7.52 1.10 3.85
H -6.21 -0.80 4.74
H -4.48 -1.86 3.34
H -1.68 -3.52 1.00
H -2.00 -5.98 1.08
H -4.28 -6.93 0.93
H -6.23 -5.43 0.69
H -5.91 -2.98 0.61
N 0.55 -1.37 1.43
N 1.75 -1.80 2.01
C 2.86 -1.02 2.05
N 3.84 -1.56 2.83
S 3.10 0.41 1.22
H -0.23 -1.40 2.08
H 0.34 -1.87 0.58
H 1.70 -2.60 2.62
H 3.58 -2.16 3.60
H 4.62 -0.94 3.00
C 6.03 0.88 -2.44
C 5.93 -0.46 -2.09
C 4.68 -1.06 -2.00
C 3.53 -0.34 -2.25
C 3.63 1.01 -2.60
C 4.88 1.62 -2.69
As 1.71 -1.08 -2.04
C 1.22 -0.95 -3.92
C 0.66 0.16 -4.54
C 0.36 0.09 -5.90
C 0.61 -1.08 -6.62
C 1.15 -2.19 -5.98
C 1.46 -2.12 -4.63
C 2.00 -3.24 -3.81
C 2.30 -4.52 -4.26
C 2.75 -5.49 -3.37
C 2.90 -5.19 -2.02
C 2.62 -3.91 -1.56
C 2.19 -2.93 -2.45
H 7.00 1.36 -2.52
H 6.83 -1.03 -1.89
H 4.62 -2.11 -1.72
H 2.73 1.60 -2.76
H 4.94 2.66 -2.96
H 0.43 1.06 -3.97
H -0.08 0.95 -6.40
H 0.37 -1.13 -7.67
H 1.33 -3.10 -6.54
H 2.18 -4.77 -5.31
H 2.98 -6.48 -3.73
H 3.25 -5.95 -1.33
H 2.75 -3.67 -0.51
O 0.58 2.84 2.43
C 0.64 2.10 3.46
O 0.74 0.84 3.38
C 0.58 2.73 4.83
C 1.00 1.74 5.92
Ge 2.93 1.55 6.06
C 4.04 2.17 4.59
C 3.76 3.32 3.84
C 4.65 3.80 2.89
C 5.86 3.14 2.68
C 6.17 2.01 3.42
C 5.26 1.53 4.37
C 3.36 -0.32 6.36
C 4.40 -0.74 7.18
C 4.72 -2.09 7.31
C 3.98 -3.04 6.61
C 2.93 -2.65 5.79
C 2.62 -1.30 5.67
C 3.45 2.60 7.62
C 3.16 2.14 8.91
C 3.38 2.95 10.02
C 3.87 4.23 9.86
C 4.17 4.71 8.59
C 3.96 3.89 7.48
H -0.45 3.08 4.96
H 1.20 3.63 4.84
H 0.55 0.77 5.68
H 0.67 2.04 6.92
H 2.82 3.85 3.97
H 4.40 4.68 2.31
H 6.55 3.51 1.93
H 7.11 1.50 3.27
H 5.53 0.65 4.95
H 4.98 0.00 7.73
H 5.53 -2.40 7.95
H 4.23 -4.09 6.71
H 2.35 -3.39 5.26
H 1.80 -0.99 5.02
H 2.78 1.14 9.05
H 3.16 2.57 11.01
H 4.04 4.87 10.72
H 4.56 5.71 8.46
H 4.22 4.27 6.49
```

Here are the Löwdin charges for atoms 1 to 99, given in e: 1.357 0.866 -0.703 -0.110 -0.044 0.003 -0.178 0.040 -0.625 0.011 -0.186 0.098 0.112 0.119 -0.369 0.712 -0.290 0.718 -0.376 -0.251 -0.075 -0.083 -0.074 -0.068 -0.061 -0.273 -0.102 -0.090 -0.083 -0.065 -0.058 -0.320 -0.098 -0.079 -0.078 -0.075 -0.097 -0.290 -0.064 -0.069 -0.089 -0.090 -0.095 0.078 0.084 0.092 0.102 0.104 0.107 0.076 0.105 0.113 0.109 0.106 0.092 0.100 0.107 0.106 0.108 0.116 0.102 0.114 0.112 0.110 0.117 -0.041 -0.064 -0.863 0.111 0.671 0.064 0.050 0.138 0.060 0.081 -0.102 -0.095 -0.113 -0.387 -0.116 -0.086 1.355 -0.296 -0.102 -0.091 -0.075 -0.030 -0.190 -0.193 -0.027 -0.091 -0.099 -0.120 -0.348 0.095 0.097 0.087 0.091 0.100

***

Computed values of Kohn-Sham gap (unit: eV) for the preceding records, in sequence: 5.1, 7.8.